Record 1
Here is one molecule with the formula C10H14OS2 in a non-equilibrium geometry from the OMol25 dataset. Energies are from ωB97M-V/def2-TZVPD.

Structure (ORCA input):
```
! wB97M-V def2-TZVPD RIJCOSX def2/J DEFGRID3
* xyz 0 1
C -0.592 0.153 0.767
H 4.920 1.202 -1.022
H -3.154 2.003 -0.251
C -1.367 1.253 0.595
S 3.570 -0.675 -0.562
H 3.569 1.878 -0.070
H -0.862 2.264 0.630
C 1.643 -0.628 -0.432
C -1.080 -1.060 0.590
H -4.731 -0.293 -1.820
H -2.745 -2.290 0.071
C -2.620 1.076 0.073
C -4.598 -0.170 -0.735
H 4.560 -1.877 1.238
C 3.951 -1.061 1.008
H 3.261 1.351 -1.778
H 3.301 -0.562 1.718
O 1.469 1.760 0.853
C -2.402 -1.221 0.168
H -5.087 -1.151 -0.237
H 1.334 -0.362 -1.361
C 3.832 1.159 -0.875
H -5.096 0.671 -0.418
H -0.582 -1.958 1.081
S 1.194 0.382 1.069
C -3.169 -0.135 -0.145
H 1.480 -1.709 -0.154
*
```

Calculated values
Gap between HOMO and LUMO   7.806 eV
Energy relative to the best compared isomer or geometry (same formula, charge and spin)   114.9 kcal/mol
DFT total energy   -34310.1473 eV
Lowest unoccupied orbital energy   0.0244 Ha

---

Record 2
Here is C42H28BInNO9 as an isolated structure in a non-equilibrium geometry from the OMol25 dataset. Energies are from ωB97M-V/def2-TZVPD.

Structure (ORCA input):
```
! wB97M-V def2-TZVPD RIJCOSX def2/J DEFGRID3
* xyz 1 1
C 1.205 2.163 4.239
C -3.607 -0.427 0.909
O 0.157 5.856 2.475
C -2.555 -1.054 1.577
C -5.981 0.410 0.980
H 0.501 -0.912 0.040
H -3.425 4.673 -2.282
O 8.080 -3.328 -0.461
C -1.047 4.781 0.724
C -4.729 0.671 -2.556
O 3.061 -1.736 -1.433
H -2.553 2.656 -1.437
O -1.765 -4.632 -4.140
H -3.852 -1.052 4.700
H 8.622 -2.317 -2.729
C 4.204 -2.097 -1.227
C -3.560 -0.234 -0.566
C 3.680 -2.638 1.150
C 5.929 -2.985 0.411
H -3.800 0.585 -3.100
H -1.855 -1.874 3.477
C -1.359 3.619 0.065
C 4.906 -1.721 -3.600
C -7.008 1.558 -2.473
C -2.255 3.606 -1.018
C 0.856 0.983 3.605
H -1.665 -1.407 1.070
C -3.687 -0.821 3.653
C 5.230 -2.151 -2.305
H 7.322 -3.673 1.894
C -0.117 4.828 1.908
H 3.306 -3.145 3.167
H -0.722 -2.213 -0.448
C -2.552 -1.226 2.965
H -7.912 1.302 -0.516
C -5.836 1.254 -3.147
C 5.383 -3.386 2.724
C -0.628 2.329 0.380
C -7.049 1.141 -1.152
O -2.590 -0.515 -1.247
C 0.308 1.080 2.340
C 7.571 -2.179 -2.941
H 0.054 0.199 1.767
H 5.621 -1.199 -5.547
C 7.208 -1.848 -4.244
H 1.683 2.122 5.209
H 2.631 -2.460 0.978
In 0.210 -0.654 -2.571
C -4.714 -0.023 1.667
C 0.363 3.511 2.379
H -1.144 6.903 0.703
C 6.585 -2.396 -2.007
C -2.806 4.824 -1.403
O -7.015 0.403 1.598
C -5.915 0.686 -0.476
C 5.890 -1.569 -4.567
C 0.963 3.388 3.640
O -2.221 -5.235 -2.132
C 6.937 -2.979 -0.644
O -1.780 -3.222 -2.579
H -5.600 0.106 3.647
O -0.699 1.371 -0.361
N -1.931 -4.388 -2.951
H 1.356 4.214 4.220
C -4.771 -0.209 3.033
H -5.734 1.702 -4.132
C 0.040 2.287 1.723
H 7.878 -1.759 -5.091
C 6.322 -3.305 1.710
B 0.347 -2.065 -0.008
C -2.283 6.018 -0.936
H 0.991 0.064 4.159
H -7.806 2.178 -2.851
C 4.076 -3.043 2.410
C -1.469 6.012 0.184
C -4.743 0.397 -1.171
H 0.534 -2.578 1.014
H 3.889 -1.430 -3.828
H -2.609 6.964 -1.345
C 4.633 -2.566 0.135
H 1.092 -2.616 -0.738
H 5.722 -3.576 3.732
*
```

Calculated values
Gap between HOMO and LUMO   2.810 eV
DFT total energy   -69758.3164 eV
Lowest unoccupied orbital energy   -0.3357 Ha

---

Record 3
Here is a 2-piece molecular cluster, C4H14N3O overall in a non-equilibrium geometry from the OMol25 dataset. Energies are from ωB97M-V/def2-TZVPD.

Structure (ORCA input):
```
! wB97M-V def2-TZVPD RIJCOSX def2/J DEFGRID3
* xyz -1 1
C -1.606 0.359 1.947
C 0.507 2.341 -1.192
H -2.424 -2.286 1.940
H -1.927 -0.034 2.917
O 1.871 0.537 -2.743
H 0.899 2.312 -2.223
H -0.007 -2.053 0.314
C -0.888 -1.586 0.753
N 1.137 1.215 -0.498
H -0.953 -2.857 2.358
H -1.578 -1.341 -0.069
H -0.580 2.216 -1.208
N -0.463 -0.387 1.457
H 0.740 3.311 -0.746
H -2.483 0.335 1.278
H 2.058 1.503 -0.194
C 1.451 0.084 -1.603
H 0.137 0.202 0.833
H -1.325 1.405 2.089
N -1.537 -2.592 1.576
H 2.179 -0.538 -1.024
H 0.472 -0.448 -1.615
*
```

Calculated values
Gap between HOMO and LUMO   6.607 eV
Energy relative to the best compared isomer or geometry (same formula, charge and spin)   11.8 kcal/mol
DFT total energy   -10892.2144 eV
Lowest unoccupied orbital energy   0.1349 Ha

---

Record 4
Here is one molecule with the formula C16H30N4O3 from the OMol25 dataset. Energies are from ωB97M-V/def2-TZVPD.

Structure (ORCA input):
```
! wB97M-V def2-TZVPD RIJCOSX def2/J DEFGRID3
* xyz 0 1
C 5.205 -1.422 4.325
H 1.405 -3.512 -0.029
H 4.480 -1.706 0.656
C 5.920 0.459 -0.083
H 3.902 0.769 0.682
H 4.763 -0.220 2.186
H 4.359 -2.891 -1.514
C 6.307 -0.711 3.557
O 7.786 -0.182 1.273
H -2.019 -2.884 -0.273
H -0.794 -1.035 -3.224
C 1.986 -1.183 1.071
H 4.038 0.763 -1.065
N 5.769 -0.257 2.278
H 7.114 -1.411 3.331
H 2.046 -1.488 -0.945
H 6.556 -2.239 -0.587
N 2.609 -1.395 -0.112
N -0.162 -2.144 0.280
O -0.115 -0.133 1.338
H 4.818 -2.274 3.763
H -2.688 -0.849 -1.565
N -0.915 -1.685 -2.459
C 6.574 -0.030 1.215
H -0.884 -4.254 1.871
H 0.722 -3.719 2.378
C -1.631 -1.053 -1.350
H 6.105 1.171 4.597
C 4.046 -1.200 -0.211
H 4.371 -0.745 4.521
C 6.153 -1.671 -1.433
H 6.280 0.340 -2.193
H 7.348 0.103 5.269
C 6.574 -0.211 -1.293
C 0.356 -3.514 0.255
C 0.170 -4.228 1.586
H 0.534 -5.254 1.523
H -1.156 -0.096 -1.134
H -1.438 -2.471 -2.825
H 6.593 -2.100 -2.335
H -2.083 -1.420 0.715
C 4.632 -1.834 -1.460
H -0.179 -4.037 -0.537
C 4.409 0.283 -0.152
H 4.219 -1.340 -2.348
C 0.451 -1.142 0.965
C 6.890 0.456 4.342
H 7.657 -0.140 -1.199
O 2.575 -0.885 2.095
C -1.551 -1.914 -0.099
H 6.154 1.528 -0.115
H 7.654 0.963 3.754
H 5.586 -1.781 5.281
*
```

Calculated values
Gap between HOMO and LUMO   9.805 eV
Energy relative to the best compared isomer or geometry (same formula, charge and spin)   8.5 kcal/mol
DFT total energy   -29183.9077 eV
Lowest unoccupied orbital energy   0.0209 Ha

---

Record 5
Here is a 2-piece molecular cluster, C25H50BF4N6O4P overall in a non-equilibrium geometry from the OMol25 dataset. Energies are from ωB97M-V/def2-TZVPD.

Structure (ORCA input):
```
! wB97M-V def2-TZVPD RIJCOSX def2/J DEFGRID3
* xyz 0 1
H -3.566 -1.242 0.516
H -8.681 2.269 0.944
H -0.850 3.280 -0.505
C -4.620 1.101 1.523
H 11.597 -1.629 3.696
C 0.183 0.961 1.465
C 10.634 -0.403 2.076
C -4.342 -4.170 -0.360
C -2.168 0.900 1.176
H -3.359 -4.739 -0.370
H 5.907 0.533 0.978
H 2.346 1.748 1.785
H -0.930 -0.797 -2.743
H -0.099 -0.092 1.799
C -7.124 1.109 2.118
F -2.463 -3.139 -4.928
H -5.163 -4.850 -0.795
C -2.790 -2.188 -1.324
C 0.440 0.959 -0.133
H -2.407 0.224 2.085
H 11.421 -2.531 1.986
C -4.270 -2.852 -1.264
C 1.853 0.166 -0.365
O 1.110 2.503 3.297
H -6.143 2.722 0.881
H -4.553 -3.091 -2.361
H -6.781 0.009 2.104
C -8.286 1.204 1.003
C -1.471 1.311 -3.070
N 2.236 3.314 3.341
H 2.822 1.629 -1.873
H -4.952 0.426 0.650
H 2.150 4.122 -0.471
H -9.122 0.464 1.234
C -1.690 -2.233 1.146
H -7.828 0.889 -0.003
N -2.127 2.316 -2.555
H -4.697 -3.860 0.679
F -4.794 -3.165 -4.707
C 4.311 0.162 -1.128
C 3.047 1.148 -0.866
C -1.979 0.117 -0.197
F -3.518 -4.916 -3.827
H 5.580 2.058 -1.447
H 7.009 -1.588 0.616
H -0.275 -0.839 -0.680
H -2.061 -1.984 2.194
H 0.758 2.824 -2.089
C -0.596 0.233 -2.342
C 6.581 0.607 0.059
H 1.770 -0.601 -1.226
P 0.489 2.784 -0.669
H -2.596 2.822 -3.327
H -4.511 0.475 2.470
H -2.893 -1.352 -2.110
H 4.361 -0.601 -0.265
H 1.735 0.530 2.998
H -2.827 0.518 -0.869
H 7.349 1.458 0.164
H 7.343 -1.198 -1.137
H -1.258 1.977 2.619
C 7.428 -0.769 -0.073
C 9.110 -0.486 1.569
O 1.948 4.436 3.112
H 4.109 -0.451 -2.074
H 2.156 -0.451 0.547
N -3.386 1.802 1.073
O 8.244 -0.427 2.462
F -3.738 -4.680 -6.141
C 1.416 1.430 2.350
H -1.983 -2.947 -1.577
C 5.709 0.937 -1.243
H -1.567 1.196 -4.213
H -4.984 -2.019 -0.933
H -1.903 -3.347 0.984
H 0.476 0.347 -2.749
H 3.338 1.924 -0.094
H 11.231 0.573 2.068
C -2.517 -1.402 0.069
N -1.058 1.797 1.616
O 8.843 -0.583 0.189
H -5.695 2.723 2.714
H -0.556 -2.082 1.080
N 1.465 3.711 0.187
N -0.635 0.131 -0.846
H -7.534 1.285 3.173
C -5.870 2.090 1.784
B -3.630 -3.977 -4.904
C 11.268 -1.580 2.607
H -3.198 2.511 1.811
H 6.276 0.498 -2.141
*
```

Calculated values
Gap between HOMO and LUMO   8.657 eV
DFT total energy   -64693.5181 eV
Lowest unoccupied orbital energy   -0.0160 Ha

---

Record 6
Here is a 2-piece molecular cluster, C2H7ClN2O2P overall in a non-equilibrium geometry from the OMol25 dataset. Energies are from ωB97M-V/def2-TZVPD.

Structure (ORCA input):
```
! wB97M-V def2-TZVPD RIJCOSX def2/J DEFGRID3
* xyz -1 1
N -0.612 -0.454 -1.270
O 1.912 -0.487 2.366
H -0.858 1.527 1.838
N 0.069 1.177 1.619
H 0.777 -1.533 0.093
Cl 0.904 0.977 4.615
O -0.560 -0.961 3.026
H 1.387 0.316 -1.013
H 0.359 0.919 -2.555
C -0.243 -1.438 -0.524
C 0.377 0.615 -1.481
H -0.654 -1.489 3.908
H -0.931 -2.161 -0.160
H 0.155 1.527 -0.760
P 0.601 0.103 2.626
*
```

Calculated values
Gap between HOMO and LUMO   8.300 eV
Energy relative to the best compared isomer or geometry (same formula, charge and spin)   0.2 kcal/mol
DFT total energy   -31076.8152 eV
Lowest unoccupied orbital energy   0.1306 Ha

---

Q: Among the records above, which one has the highest gap between HOMO and LUMO?
A: C16H30N4O3